No. 1
A structure of composition C27H49AsN4O9S2SiY at a distorted geometry. Source: the Open Molecules 2025 dataset; level of theory: ωB97M-V/def2-TZVPD.

The geometry in ORCA input format:
```
! RIJCOSX wB97M-V def2-TZVPD def2/J DEFGRID3
* xyz -1 1
Y -1.24008 -0.58428 0.54331
C -4.41448 2.38322 1.40961
C -3.52758 1.40852 2.17241
C -3.59378 1.60312 3.68421
O -2.15108 1.57272 1.77341
C -4.03478 -0.03178 1.82451
O -5.08298 -0.40498 2.31881
O -3.29148 -0.69898 1.02921
H -4.17948 3.41472 1.66761
H -5.45528 2.17602 1.64101
H -4.26048 2.24312 0.34021
H -3.43568 2.64602 3.94921
H -2.82178 0.99592 4.15781
H -4.56178 1.27712 4.05051
H -2.16118 2.09152 0.94251
C 3.07982 -0.00508 -0.49979
C 2.05732 -0.84608 -1.26419
C 2.48112 -1.00558 -2.72269
C 1.89492 -2.22678 -0.62259
O 0.77062 -0.20888 -1.16789
Si 0.19932 1.00552 -2.15059
S -1.64228 1.36722 -1.21559
O 1.28282 2.20662 -2.02549
C 1.39052 3.37892 -2.82019
C 2.16472 4.39662 -1.97789
C 0.00572 3.92382 -3.16249
C 2.15592 3.02532 -4.09769
O 0.11142 0.64982 -3.73659
C -0.87338 0.00432 -4.53849
C -1.53538 -1.13938 -3.77309
C -0.14618 -0.54148 -5.77189
C -1.91908 1.04312 -4.94349
H 4.07872 -0.40578 -0.64449
H 2.85852 0.00062 0.56581
H 3.05112 1.01752 -0.86619
H 3.38912 -1.60078 -2.78669
H 2.65882 -0.03268 -3.17219
H 1.69002 -1.50588 -3.27629
H 2.85092 -2.74328 -0.58039
H 1.18832 -2.81808 -1.20339
H 1.50152 -2.11908 0.39141
H 1.60482 4.62402 -1.07429
H 2.31802 5.31382 -2.53969
H 3.13082 3.98952 -1.69059
H -0.58708 4.00922 -2.25509
H -0.50168 3.23702 -3.83129
H 0.08102 4.89722 -3.63999
H 3.16012 2.68822 -3.85009
H 2.22212 3.88422 -4.76059
H 1.63262 2.22022 -4.60529
H -0.77378 -1.80618 -3.36879
H -2.19098 -1.71138 -4.42519
H -2.12708 -0.74168 -2.94699
H 0.60302 -1.26858 -5.46949
H 0.34792 0.26062 -6.31599
H -0.85798 -1.02808 -6.43229
H -2.39978 1.43472 -4.05019
H -2.66358 0.57762 -5.58089
H -1.45008 1.86642 -5.47979
N 0.41852 0.61062 2.13321
C 1.61472 0.34222 2.91931
C 2.29682 1.40682 3.50141
C 3.41312 1.16212 4.27711
C 3.83852 -0.13368 4.47981
C 3.16532 -1.19538 3.91691
C 2.04672 -0.95818 3.12851
S 5.35032 -0.31138 5.47941
O 6.31412 0.46902 4.71221
O 4.97232 0.27572 6.75961
O 5.61822 -1.74168 5.51891
H 0.60702 1.46352 1.59301
H -0.30428 0.88192 2.81291
H 1.94812 2.41822 3.33611
H 3.97722 1.95452 4.74021
H 3.53552 -2.19218 4.10331
H 1.51282 -1.77948 2.65801
N -1.41178 -2.48178 -0.48779
C -2.06458 -3.11198 -1.24389
N -2.67198 -3.96098 -1.90559
C -3.22248 -4.05288 -3.06209
N -3.72378 -4.23138 -4.08489
C -3.12508 -2.98028 3.10451
As -1.29358 -2.42328 2.72721
C -0.57108 -4.18338 2.22701
C -0.70998 -2.45738 4.62831
H -3.14188 -3.92438 3.65991
H -3.69148 -3.08518 2.17871
H -3.62548 -2.20918 3.69431
H -0.79728 -4.91418 3.00901
H 0.51012 -4.13318 2.08591
H -1.02268 -4.49908 1.28561
H -1.00158 -3.40698 5.08291
H -1.20888 -1.64828 5.16451
H 0.36632 -2.32848 4.74191
*
```

Computed properties:
HOMO ... -5.86 eV
Kohn-Sham gap ... 7.76 eV
Molar mass ... 829.76 g mol⁻¹

No. 2
The ion C8H12N3O with charge +1 at a distorted geometry. Source: the Open Molecules 2025 dataset; level of theory: ωB97M-V/def2-TZVPD.

The geometry in ORCA input format:
```
! RIJCOSX wB97M-V def2-TZVPD def2/J DEFGRID3
* xyz 1 1
C -1.48366 0.34445 1.96031
C -2.20243 -0.75410 1.56033
C -0.56925 0.56198 0.90630
C 1.49179 -1.10223 0.83061
C 2.26392 -0.05422 0.34859
C 1.50119 1.33666 -0.03042
C 1.16334 1.30657 -1.51329
C -2.23704 -2.19798 -0.47296
N -0.76588 -0.34538 -0.07048
N -1.73682 -1.13517 0.35289
N 0.38571 1.53562 0.80685
O 1.10843 -2.07214 1.29528
H -1.59585 0.90426 2.86434
H -2.98838 -1.29063 2.04958
H 3.02139 0.18298 1.10159
H 2.75609 -0.38057 -0.57524
H 2.22498 2.13493 0.14981
H 2.07594 1.26359 -2.10210
H 0.63382 2.21993 -1.77279
H 0.52977 0.45992 -1.75545
H -2.61781 -3.00344 0.15101
H -3.03942 -1.83232 -1.11891
H -1.42688 -2.56863 -1.09652
H 0.51490 2.08346 1.64348
*
```

Computed properties:
HOMO (spin up / spin down) ... -12.18 / -12.18 eV
Kohn-Sham gap (spin up / spin down) ... 7.92 / 7.92 eV
Molar mass ... 166.20 g mol⁻¹

No. 3
A cluster of 3 separate species, C14H19F3IO7P in total. Source: the Open Molecules 2025 dataset; level of theory: ωB97M-V/def2-TZVPD.

The geometry in ORCA input format:
```
! RIJCOSX wB97M-V def2-TZVPD def2/J DEFGRID3
* xyz 0 1
O 3.20010 -2.84618 -0.58011
C 3.02856 -1.71920 -0.25454
O 4.04877 -0.88493 0.11849
C 3.50586 0.35501 0.44221
O 4.18471 1.26289 0.78004
C 2.01190 0.27891 0.25125
P 0.80373 1.65512 0.39585
O 1.59551 2.68959 -0.61237
I 1.42749 2.57272 2.56433
C 1.72950 -0.96509 -0.15980
C 0.46416 -1.68653 -0.49604
C -0.58743 -1.71510 0.62233
O -1.41827 -0.57470 0.70768
C -2.20488 -0.33773 -0.42568
C -3.48036 0.40139 -0.00956
F -4.58110 -0.29741 -0.34992
F -3.57727 1.58382 -0.63103
F -3.54902 0.62415 1.29263
H 0.97486 3.07134 -1.24885
H 0.73711 -2.72568 -0.70909
H 0.05609 -1.29150 -1.43478
H -1.20485 -2.61789 0.52394
H -0.08545 -1.77062 1.59226
H -2.49379 -1.27365 -0.91865
H -1.68351 0.29996 -1.15192
C 4.34037 2.42013 -2.18461
C 3.76092 2.74930 -3.53511
C 4.55927 3.69079 -4.40465
O 2.70355 2.28846 -3.90625
H 3.66728 1.76477 -1.64983
H 5.31924 1.94936 -2.29362
H 4.46194 3.33314 -1.59932
H 5.54813 3.27126 -4.59725
H 4.69742 4.64445 -3.89228
H 4.04142 3.85315 -5.34682
C -4.42924 -3.33362 2.42553
C -3.98894 -2.33318 3.46908
C -5.07770 -1.51401 4.11751
O -2.82527 -2.19395 3.76242
H -3.56154 -3.85740 2.03061
H -5.12004 -4.05568 2.86410
H -4.95036 -2.82119 1.61424
H -5.79158 -2.16893 4.62031
H -5.61803 -0.94610 3.35803
H -4.63928 -0.82944 4.83926
*
```

Computed properties:
SMILES string ... O=C1OC(=O)C(P(O)I)=C1CCOCC(F)(F)F.CC(C)=O.CC(C)=O
HOMO ... -9.22 eV
Kohn-Sham gap ... 8.07 eV
Molar mass ... 514.17 g mol⁻¹

No. 4
A structure of composition C24H24IN3Pb at a distorted geometry. Source: the Open Molecules 2025 dataset; level of theory: ωB97M-V/def2-TZVPD.

The geometry in ORCA input format:
```
! RIJCOSX wB97M-V def2-TZVPD def2/J DEFGRID3
* xyz 0 1
C -4.01420 2.39409 0.75616
C -3.30952 2.95732 -0.52519
H -4.64530 1.52175 0.54620
H -4.67152 3.18581 1.14232
H -3.37420 2.16491 1.62862
H -3.18383 2.25358 -1.36558
H -3.96796 3.73368 -0.93374
H -2.35373 3.44307 -0.28819
C -2.23136 -2.64708 0.67577
C -1.97543 -4.00947 0.83067
C -1.12322 -4.62848 -0.08359
C -0.55998 -3.85851 -1.10089
H -2.90025 -2.12728 1.36636
H -2.44830 -4.54048 1.65400
H -0.90154 -5.68990 -0.01673
H 0.09959 -4.29666 -1.84108
N -1.66528 -1.89103 -0.28408
C -0.84042 -2.48567 -1.18632
C -0.26465 -1.63254 -2.25196
N -0.56711 -0.31216 -2.21019
C -0.08465 0.48378 -3.17219
C 1.05816 -1.32610 -4.25840
C 0.74937 0.03516 -4.20496
H -0.36303 1.54095 -3.11380
H 1.12431 0.75281 -4.93116
C 0.53884 -2.16768 -3.27709
H 0.72834 -3.23647 -3.28661
H 1.68359 -1.73051 -5.05068
Pb -1.86484 0.70185 0.20115
I -2.23947 0.33260 3.11957
C 1.32962 -0.56427 4.73175
C 0.82908 -1.46303 3.77896
C 0.62357 -1.05255 2.47011
C 0.90695 0.28264 2.08502
C 1.43169 1.17023 3.05293
C 1.62570 0.75163 4.36380
N 0.60669 0.71920 0.80618
C 1.59413 1.33918 0.07375
C 1.24671 2.30952 -0.90282
C 2.22869 2.89364 -1.68840
C 3.57921 2.56596 -1.50076
C 3.94243 1.63074 -0.52341
C 2.96276 1.01824 0.25598
H 1.47287 -0.89030 5.76102
H 0.57609 -2.48500 4.05923
H 0.23086 -1.72429 1.70919
H 1.65934 2.19386 2.73878
H 2.01525 1.46173 5.09215
H 0.19252 2.58879 -1.00261
H 1.94082 3.62008 -2.45048
H 4.34531 3.03972 -2.11579
H 4.99012 1.38075 -0.35842
H 3.23718 0.29220 1.02546
*
```

Computed properties:
HOMO ... -6.35 eV
Kohn-Sham gap ... 5.67 eV
Molar mass ... 688.58 g mol⁻¹

No. 5
A structure of composition C6H12S at a distorted geometry. Source: the Open Molecules 2025 dataset; level of theory: ωB97M-V/def2-TZVPD.

The geometry in ORCA input format:
```
! RIJCOSX wB97M-V def2-TZVPD def2/J DEFGRID3
* xyz 0 1
C -0.02527 -0.56175 -0.26484
C 1.06649 -1.54801 0.46021
C -1.43362 0.69335 0.09694
C -2.31557 0.77006 1.09678
C -1.54774 1.55627 -1.10422
C 0.89526 -2.46718 1.41840
S 3.93897 0.95888 -1.15799
H 0.46128 -0.14491 -1.04705
H -0.62929 -1.27294 -0.79003
H 2.05818 -1.20390 0.18389
H -3.04989 1.49284 1.12654
H -2.37367 0.11534 1.96750
H 3.07746 1.81446 -0.60480
H -1.34912 1.06862 -2.06804
H -0.75336 2.37722 -0.96516
H -2.54952 1.98818 -1.17766
H -0.10448 -2.51940 1.84799
H 1.69808 -3.06841 1.83845
H 2.93581 -0.04872 -0.85690
*
```

Computed properties:
HOMO ... -9.45 eV
Kohn-Sham gap ... 10.26 eV
Molar mass ... 116.23 g mol⁻¹